Record 1
{"formula": "C28H65FN3OP3", "method": "ωB97M-V with the def2-TZVPD basis set", "largest_force_ev_per_a": 6.9, "orbital_gap_ev": 8.44, "charge": 0, "lumo_energy_ev": 0.3, "multiplicity": 1, "elements": ["C", "C", "C", "C", "C", "C", "C", "C", "C", "C", "C", "C", "C", "C", "C", "C", "C", "C", "P", "C", "C", "F", "P", "C", "C", "H", "H", "H", "H", "H", "H", "H", "H", "H", "H", "H", "H", "H", "H", "H", "H", "H", "H", "H", "H", "H", "H", "H", "H", "H", "H", "H", "H", "H", "H", "H", "H", "H", "H", "H", "H", "H", "H", "H", "H", "H", "H", "H", "H", "H", "H", "H", "O", "P", "N", "C", "C", "N", "C", "C", "N", "C", "C", "H", "H", "H", "H", "H", "H", "H", "H", "H", "H", "H", "H", "H", "H", "H", "H", "H", "H"], "xyz": [[1.111, -4.094, -2.510], [-0.199, -3.597, -3.170], [0.002, -3.142, -4.618], [0.667, -1.759, -4.815], [0.333, -0.687, -3.745], [1.497, -0.516, -2.761], [1.099, 0.318, -1.540], [0.217, -0.472, -0.527], [0.586, -0.050, 0.908], [-0.553, -0.171, 1.937], [-1.890, 0.474, 1.555], [-1.935, 2.007, 1.645], [-1.168, 2.783, 0.547], [-2.081, 3.583, -0.413], [-2.466, 2.713, -1.640], [-3.923, 2.166, -1.592], [-3.966, 0.670, -1.953], [-5.313, 0.056, -1.485], [-6.170, -1.087, -2.673], [-5.541, -0.793, -4.403], [-6.310, -1.567, -5.457], [-5.572, 0.577, -4.687], [-5.511, -3.105, -2.233], [-6.222, -3.563, -0.591], [-3.672, -3.100, -1.944], [2.000, -3.661, -2.968], [1.137, -5.184, -2.513], [1.117, -3.803, -1.455], [-0.694, -2.864, -2.532], [-0.869, -4.463, -3.201], [-0.923, -3.223, -5.194], [0.679, -3.881, -5.067], [0.302, -1.368, -5.770], [1.754, -1.819, -4.909], [-0.602, -0.884, -3.214], [0.189, 0.257, -4.280], [1.896, -1.469, -2.404], [2.304, -0.001, -3.294], [2.003, 0.695, -1.051], [0.533, 1.208, -1.840], [0.379, -1.536, -0.726], [-0.814, -0.236, -0.797], [1.398, -0.707, 1.231], [0.983, 0.964, 0.873], [-0.211, 0.356, 2.839], [-0.677, -1.211, 2.250], [-2.630, 0.105, 2.276], [-2.262, 0.177, 0.571], [-1.656, 2.339, 2.650], [-2.992, 2.281, 1.543], [-0.526, 2.161, -0.072], [-0.500, 3.489, 1.054], [-2.956, 3.994, 0.091], [-1.454, 4.386, -0.812], [-2.283, 3.268, -2.563], [-1.822, 1.830, -1.707], [-4.340, 2.346, -0.599], [-4.503, 2.696, -2.352], [-3.152, 0.121, -1.473], [-3.820, 0.620, -3.034], [-5.090, -0.549, -0.599], [-5.995, 0.830, -1.131], [-4.486, -1.089, -4.449], [-6.182, -1.041, -6.406], [-7.369, -1.682, -5.234], [-5.825, -2.536, -5.588], [-5.806, -2.947, 0.213], [-7.305, -3.463, -0.601], [-5.897, -4.589, -0.414], [-3.459, -2.625, -0.982], [-3.314, -4.128, -1.967], [-3.227, -2.513, -2.749], [3.383, 0.721, 2.734], [4.135, 1.186, 3.947], [4.383, 2.826, 3.518], [5.550, 3.663, 3.683], [3.161, 3.616, 3.576], [5.562, 0.178, 3.735], [6.835, 0.718, 3.279], [5.310, -1.035, 2.947], [4.411, 1.374, 5.653], [5.703, 1.513, 6.284], [3.643, 0.349, 6.386], [5.598, 4.134, 4.678], [5.523, 4.470, 2.947], [6.478, 3.133, 3.497], [2.871, 3.841, 4.614], [2.336, 3.086, 3.096], [3.283, 4.559, 3.041], [6.749, 1.244, 2.319], [7.557, -0.091, 3.154], [7.297, 1.382, 4.010], [5.300, -0.830, 1.870], [4.358, -1.490, 3.211], [6.092, -1.771, 3.146], [6.270, 0.574, 6.297], [5.536, 1.820, 7.320], [6.321, 2.293, 5.848], [4.062, -0.656, 6.228], [2.603, 0.336, 6.050], [3.633, 0.552, 7.458]], "forces_ev_per_a": [[-0.59, 0.36, 0.48], [0.21, -0.75, -0.13], [0.72, -0.11, 0.13], [-0.97, 0.41, 0.02], [0.61, -0.32, -0.39], [-0.43, 0.84, 0.17], [-0.01, -0.30, 0.11], [0.68, 0.80, -0.64], [-0.58, -0.78, -0.22], [0.39, 0.59, 0.00], [-0.21, 0.06, 0.61], [-0.35, -0.31, -0.59], [-0.30, 0.78, 0.63], [1.24, -0.78, -0.81], [-0.77, -0.08, 0.27], [1.07, -0.11, -0.49], [-0.69, 0.54, 0.38], [0.99, -0.25, -0.45], [-1.39, 0.21, 1.04], [0.93, -0.50, 0.14], [0.42, 0.06, -0.12], [-0.29, 0.01, 0.24], [0.16, -0.71, -1.18], [0.69, 0.75, 0.00], [-0.84, 0.46, 0.40], [0.02, -0.20, -0.07], [0.32, 0.05, -0.25], [0.13, -0.02, -0.05], [0.05, 0.16, -0.18], [-0.13, 0.16, 0.06], [-0.09, 0.26, 0.20], [-0.18, -0.03, -0.10], [0.19, -0.16, -0.07], [-0.03, -0.18, 0.08], [0.01, -0.14, -0.09], [-0.01, 0.09, 0.26], [-0.09, -0.07, -0.15], [0.04, -0.17, 0.01], [-0.03, -0.16, 0.10], [0.17, 0.00, -0.18], [-0.14, -0.05, 0.35], [-0.09, -0.22, 0.28], [0.14, 0.30, 0.08], [-0.04, -0.01, 0.19], [-0.02, -0.15, 0.03], [-0.17, -0.02, -0.28], [-0.01, -0.03, -0.12], [0.16, -0.13, 0.00], [0.21, -0.09, -0.08], [0.05, 0.03, 0.10], [-0.03, -0.18, 0.17], [0.01, -0.04, -0.10], [0.05, 0.09, -0.03], [-0.30, 0.27, 0.23], [-0.19, 0.00, 0.03], [0.24, 0.20, 0.15], [-0.11, -0.05, -0.07], [-0.34, 0.04, 0.35], [0.08, 0.10, -0.07], [-0.01, -0.26, 0.06], [-0.22, -0.05, -0.04], [-0.12, 0.00, -0.35], [-0.01, 0.22, -0.19], [-0.12, 0.04, 0.06], [0.04, 0.00, 0.02], [-0.31, -0.11, 0.14], [-0.14, -0.01, 0.02], [0.02, -0.18, -0.04], [-0.27, -0.04, -0.01], [0.30, -0.09, -0.07], [0.13, 0.09, 0.02], [0.16, -0.15, 0.03], [-2.65, -0.43, 2.65], [6.17, 1.60, -2.59], [0.06, 0.02, -0.58], [0.19, 0.04, 0.45], [-0.38, -0.29, 0.11], [0.21, -0.26, -0.19], [0.19, 0.29, 0.25], [-0.27, 0.00, -0.08], [-3.77, -1.06, 0.58], [0.67, 0.11, -0.30], [-0.14, -0.10, -0.13], [0.07, 0.01, -0.02], [-0.17, -0.01, 0.00], [-0.08, -0.06, 0.12], [0.00, 0.12, -0.04], [0.05, -0.06, 0.04], [0.15, -0.03, -0.01], [0.07, -0.02, -0.01], [-0.15, -0.13, -0.05], [-0.14, 0.10, 0.01], [-0.07, -0.05, -0.01], [-0.01, 0.04, -0.03], [0.10, 0.13, 0.11], [-0.03, 0.01, -0.14], [-0.18, -0.06, -0.03], [-0.08, -0.04, -0.24], [0.03, 0.01, 0.12], [0.05, 0.01, -0.01], [0.07, 0.10, -0.03]]}


Record 2
{"formula": "C28H65N2O9", "method": "ωB97M-V with the def2-TZVPD basis set", "largest_force_ev_per_a": 3.4, "orbital_gap_ev": [9.10, 9.34], "charge": 0, "lumo_energy_ev": [0.7, 0.2], "relative_energy_kj_mol": 608.9, "multiplicity": 2, "elements": ["C", "N", "C", "C", "C", "C", "C", "C", "C", "N", "O", "C", "C", "C", "C", "H", "H", "H", "H", "H", "H", "H", "H", "H", "H", "H", "H", "H", "H", "H", "H", "H", "H", "H", "H", "H", "H", "H", "H", "H", "C", "O", "C", "C", "O", "C", "H", "H", "H", "H", "H", "H", "H", "H", "H", "H", "C", "O", "C", "C", "O", "C", "H", "H", "H", "H", "H", "H", "H", "H", "H", "H", "C", "O", "C", "C", "O", "C", "H", "H", "H", "H", "H", "H", "H", "H", "H", "H", "C", "O", "C", "C", "O", "C", "H", "H", "H", "H", "H", "H", "H", "H", "H", "H"], "xyz": [[5.272, -3.044, 1.593], [4.250, -3.210, 0.456], [4.050, -1.911, -0.299], [2.550, -1.804, -1.031], [2.658, -0.550, -2.081], [2.185, -3.196, -1.814], [0.736, -3.858, -1.402], [0.301, -4.817, -2.702], [0.849, -4.931, -0.123], [-0.392, -2.867, -1.234], [-0.857, -2.392, -2.401], [-0.099, -1.788, -0.222], [-0.887, -2.247, 1.180], [-0.797, -0.325, -0.627], [1.474, -1.605, 0.188], [5.856, -4.062, 1.793], [6.102, -2.239, 1.333], [4.780, -2.718, 2.605], [4.768, -3.833, -0.234], [4.195, -0.989, 0.411], [4.851, -1.817, -1.159], [3.161, -0.934, -3.093], [1.604, -0.142, -2.382], [3.265, 0.325, -1.583], [3.021, -4.025, -1.736], [2.125, -2.921, -2.974], [-0.836, -5.142, -2.630], [0.539, -4.264, -3.724], [0.951, -5.793, -2.626], [-0.279, -5.228, 0.117], [1.414, -5.902, -0.463], [1.276, -4.427, 0.843], [-0.271, -3.127, 1.685], [-2.005, -2.588, 0.949], [-0.842, -1.307, 1.885], [-1.966, -0.474, -0.638], [-0.519, 0.487, 0.176], [-0.444, 0.079, -1.668], [1.680, -2.277, 1.130], [1.592, -0.478, 0.566], [-3.272, 4.919, -3.756], [-1.949, 4.773, -4.262], [-0.990, 4.571, -3.219], [-0.583, 3.100, -3.114], [-1.674, 2.291, -2.657], [-2.292, 1.569, -3.717], [-3.969, 4.852, -4.596], [-3.521, 4.134, -3.037], [-3.381, 5.900, -3.287], [-1.372, 4.943, -2.259], [-0.107, 5.162, -3.482], [0.215, 3.006, -2.371], [-0.196, 2.728, -4.071], [-1.642, 0.748, -4.031], [-2.515, 2.214, -4.572], [-3.231, 1.151, -3.344], [-6.552, -1.218, 4.802], [-6.842, -1.873, 3.572], [-6.146, -1.286, 2.469], [-4.935, -2.129, 2.062], [-3.925, -2.109, 3.078], [-3.918, -3.303, 3.855], [-6.934, -1.837, 5.619], [-5.476, -1.083, 4.946], [-7.054, -0.248, 4.832], [-5.848, -0.254, 2.698], [-6.849, -1.254, 1.630], [-4.489, -1.695, 1.161], [-5.232, -3.159, 1.826], [-3.497, -4.122, 3.266], [-4.921, -3.570, 4.199], [-3.283, -3.137, 4.729], [-5.724, 11.847, -3.465], [-4.681, 11.348, -4.295], [-3.612, 10.774, -3.536], [-3.680, 9.245, -3.548], [-4.826, 8.772, -2.830], [-5.880, 8.368, -3.699], [-6.588, 12.069, -4.097], [-6.027, 11.115, -2.710], [-5.399, 12.770, -2.977], [-3.611, 11.160, -2.508], [-2.679, 11.087, -4.014], [-2.798, 8.848, -3.035], [-3.676, 8.857, -4.574], [-5.620, 7.418, -4.174], [-6.086, 9.122, -4.463], [-6.782, 8.225, -3.099], [8.562, -3.726, 3.720], [7.316, -4.368, 3.968], [7.416, -5.793, 3.885], [7.459, -6.430, 5.276], [8.673, -6.100, 5.960], [8.483, -5.080, 6.936], [8.468, -2.675, 4.008], [9.373, -4.173, 4.303], [8.799, -3.778, 2.654], [8.289, -6.090, 3.289], [6.519, -6.145, 3.366], [7.442, -7.520, 5.166], [6.584, -6.139, 5.871], [7.953, -5.491, 7.799], [7.929, -4.229, 6.531], [9.466, -4.731, 7.261]], "forces_ev_per_a": [[0.97, -0.06, 0.47], [2.14, 0.44, -0.46], [-0.32, 0.58, -0.94], [0.73, -0.63, 1.00], [-0.41, -0.37, -0.06], [-0.23, 0.49, -0.96], [0.58, -2.87, -1.35], [0.30, -0.10, 0.37], [-1.45, 0.79, -0.19], [1.71, 2.03, -2.13], [0.71, -1.21, 2.34], [-1.29, 1.38, 2.49], [0.66, 0.15, -0.34], [0.05, -0.51, -0.17], [-0.09, 1.19, -0.15], [-1.48, 2.18, -0.45], [-1.58, -1.50, 0.47], [0.74, -0.63, -2.04], [-1.13, 0.92, 1.22], [-0.40, -1.77, -1.25], [-1.41, -0.02, 1.57], [-0.85, 0.96, 2.36], [1.93, -0.81, 0.64], [-1.09, -1.69, -1.11], [-1.75, 1.66, 0.11], [0.00, -0.65, 2.47], [2.43, 0.87, -0.21], [-0.75, -1.24, 2.26], [-1.20, 1.91, -0.29], [2.41, 0.48, -0.47], [-0.89, 2.15, 0.80], [-0.48, -1.19, -1.99], [-1.53, 1.81, -1.01], [2.52, 0.87, 0.59], [-0.35, -1.99, -1.22], [2.39, 0.40, -0.09], [-0.52, -1.80, -1.43], [-0.79, -0.93, 2.02], [-0.01, 1.10, -2.12], [-0.32, -2.38, -0.75], [0.07, -0.02, -0.21], [-0.08, -0.14, 0.49], [0.09, -0.26, -0.55], [-0.45, 0.12, 0.49], [0.16, 0.25, -0.49], [-0.03, -0.01, 0.20], [0.18, 0.03, 0.03], [0.05, 0.05, 0.00], [-0.11, 0.03, 0.12], [0.00, -0.15, -0.09], [0.01, -0.02, 0.04], [0.02, 0.03, -0.01], [-0.11, 0.11, 0.04], [-0.04, -0.06, -0.11], [0.06, 0.00, 0.03], [0.17, 0.04, 0.06], [-0.11, -0.22, -0.04], [0.43, 0.32, 0.03], [-0.12, -0.60, -0.02], [0.20, 0.53, 0.33], [-0.45, -0.32, -0.03], [0.12, 0.23, -0.02], [-0.03, 0.04, -0.19], [-0.05, 0.02, -0.05], [0.06, 0.09, 0.08], [0.07, -0.17, 0.01], [0.05, 0.01, -0.01], [-0.04, 0.01, -0.01], [-0.06, 0.12, 0.10], [-0.04, -0.13, 0.04], [0.02, 0.00, -0.06], [-0.02, 0.06, -0.16], [0.00, -0.04, -0.24], [-0.01, -0.16, 0.51], [-0.12, -0.23, -0.56], [-0.19, 0.23, 0.55], [0.04, 0.13, -0.50], [0.04, 0.03, 0.24], [0.20, -0.02, -0.01], [0.07, 0.03, -0.01], [-0.06, 0.03, 0.12], [-0.07, -0.14, -0.10], [0.00, -0.03, 0.04], [0.01, 0.04, -0.03], [-0.05, 0.14, 0.08], [-0.06, -0.02, -0.13], [0.06, -0.04, 0.01], [0.18, 0.00, 0.02], [-0.19, 0.11, 0.10], [0.45, -0.29, 0.03], [-0.39, 0.24, 0.40], [0.59, -0.01, -0.25], [-0.48, 0.28, -0.05], [0.18, -0.14, -0.09], [-0.11, -0.15, -0.06], [-0.05, -0.03, -0.06], [0.13, 0.00, -0.04], [-0.05, 0.03, 0.17], [0.01, -0.04, 0.01], [-0.03, 0.03, -0.03], [0.09, 0.07, -0.13], [-0.07, 0.10, 0.06], [-0.02, -0.06, 0.01], [-0.08, -0.14, -0.08]]}


Question: Number 2 is which compound?
Answer: C28H65N2O9


Question: Which formula does entry 1 have?
Answer: C28H65FN3OP3